No. 1
Density functional theory data (ωB97M-V with the def2-TZVPD basis set) for a structure of composition C5H8N2O2.

Computed properties:
Total charge: 0
Maximum force (eV/Å): 14.9
Total energy (eV): -12385.678
E_LUMO (eV): 0.51
Molecular weight (g/mol): 128.13
Energy above the lowest of the compared OMol25 structures with the same formula, charge and spin (kJ/mol): 507.25

Element x y z (Å)
C -0.903 0.858 -0.271
N 0.216 0.306 0.136
N -2.023 -0.050 -0.362
C 2.395 -0.050 -0.001
H -1.732 -0.950 1.440
O -1.039 2.030 -0.689
H 1.443 1.565 1.294
H 1.552 1.959 -0.324
C -2.010 -1.098 0.448
H 3.076 -0.292 0.536
C 1.024 -0.709 -0.296
H -3.042 -1.745 0.296
O 0.708 -1.864 -0.819
H -1.469 -1.843 -0.066
H -2.606 0.621 -0.497
H 3.025 0.072 -1.100
C 1.387 1.190 0.273

These are the Mulliken partial charges, in e, on atoms 1 to 4: 0.52, 0.11, -0.12, -0.61

No. 2
Density functional theory data (ωB97M-V with the def2-TZVPD basis set) for the molecule C5H8N2O2S.

Computed properties:
Total charge: 0
SMILES: C/C=N/[C@H](CO)SN=C=O
Maximum force (eV/Å): 6.3
Total energy (eV): -23222.843
E_LUMO (eV): 0.47
Molecular weight (g/mol): 160.20
Energy above the lowest of the compared OMol25 structures with the same formula, charge and spin (kJ/mol): 314.06

Element x y z (Å)
H -0.006 2.019 1.529
H -2.478 1.957 0.012
C 2.757 -1.196 -0.278
H 3.193 -0.526 0.341
N 1.006 0.344 -0.081
H -0.824 0.495 1.538
S -1.474 0.115 -1.592
N -2.524 -0.664 -0.558
O -2.669 -2.048 1.372
O -1.944 2.143 0.803
C -0.166 1.001 -0.422
C -0.778 1.400 0.893
H 0.804 -1.231 -1.344
C 1.370 -0.715 -0.608
H 2.677 -2.354 0.111
H 0.297 1.898 -0.948
H 3.313 -1.338 -1.245
C -2.555 -1.299 0.478

These are the Mulliken partial charges, in e, on atoms 1 to 4: 0.33, 0.38, -1.03, 0.33

No. 3
Density functional theory data (ωB97M-V with the def2-TZVPD basis set) for a cluster of 2 separate species, C5H8N2O2S in total.

Computed properties:
Total charge: 0
SMILES: OSc1ncc[nH]1.CC=O
Maximum force (eV/Å): 0.7
Total energy (eV): -23224.242
E_LUMO (eV): 0.69
Molecular weight (g/mol): 160.20
Energy above the lowest of the compared OMol25 structures with the same formula, charge and spin (kJ/mol): 179.14

Element x y z (Å)
H 0.536 -2.128 2.755
H 2.510 3.001 -3.171
O 0.159 -0.763 1.335
O -1.075 0.369 -1.030
H -1.978 -2.125 0.961
C -0.135 -1.744 1.966
N 0.238 3.924 -0.982
C -0.177 2.772 -1.438
H 0.551 1.373 -2.834
H -1.955 -2.533 2.695
C -1.380 -2.537 1.770
S -1.641 1.931 -0.994
H -1.124 -3.573 1.554
N 0.662 2.266 -2.380
C 1.398 4.177 -1.642
H 1.953 5.071 -1.446
H -0.691 0.108 -0.169
C 1.688 3.158 -2.504

These are the Mulliken partial charges, in e, on atoms 1 to 4: 0.35, 0.39, -0.56, -0.50

No. 4
Density functional theory data (ωB97M-V with the def2-TZVPD basis set) for the molecule C5H8N2O3S.

Computed properties:
Total charge: 0
SMILES: CN1C=CN=C(S(=O)(=O)O)C1
Maximum force (eV/Å): 4.9
Total energy (eV): -25269.666
E_LUMO (eV): 0.42
Molecular weight (g/mol): 176.20
Energy above the lowest of the compared OMol25 structures with the same formula, charge and spin (kJ/mol): 290.03

Element x y z (Å)
O -2.173 0.965 1.696
O -0.011 1.282 2.668
C -0.204 0.986 -2.222
H 0.484 1.269 3.495
H 0.656 -1.713 -2.528
O -1.285 -0.627 3.482
S -1.124 0.228 2.343
C 0.553 -1.296 -1.521
H -1.246 0.870 -2.575
N -0.071 -1.783 0.760
H 0.837 -3.123 -0.552
C 0.555 -2.169 -0.487
H 1.694 0.685 0.432
H 0.136 1.541 0.215
N 0.428 0.078 -1.272
H -0.155 2.008 -1.940
H 0.366 0.864 -3.209
C -0.051 -0.590 1.142
C 0.609 0.524 0.071

These are the Mulliken partial charges, in e, on atoms 1 to 4: -0.57, -0.52, -0.93, 0.36

No. 5
Density functional theory data (ωB97M-V with the def2-TZVPD basis set) for a cluster of 2 separate species, C5H8N2O4S in total.

Computed properties:
Total charge: 0
Maximum force (eV/Å): 3.7
Total energy (eV): -27312.155
E_LUMO (alpha / beta) (eV): -1.78 / -1.78
Molecular weight (g/mol): 192.20
Energy above the lowest of the compared OMol25 structures with the same formula, charge and spin (kJ/mol): 589.48

Element x y z (Å)
S 1.633 0.874 0.759
N -2.800 -0.512 0.102
O -2.404 -1.365 1.038
H -2.814 2.272 -0.258
C -1.867 0.409 0.020
O -0.471 -1.802 2.152
O 1.707 1.882 -0.218
N -1.123 -1.018 1.475
H 0.283 -1.385 -1.003
C -2.102 1.641 -0.704
H 1.863 -1.812 -1.744
C -0.812 0.136 0.919
C 2.227 -0.785 0.038
H -1.175 2.277 -0.797
H 1.977 -1.513 0.812
H -2.280 1.406 -1.724
O 2.165 1.103 2.024
C 1.373 -0.985 -1.159
H 1.294 -0.030 -1.594
H 3.326 -0.793 -0.137

These are the Mulliken partial charges, in e, on atoms 1 to 4: 1.04, -0.44, -0.15, 0.33

No. 6
Density functional theory data (ωB97M-V with the def2-TZVPD basis set) for a structure of composition C5H8N2OS.

Computed properties:
Total charge: 0
Maximum force (eV/Å): 3.5
Total energy (eV): -21175.419
E_LUMO (eV): -1.26
Molecular weight (g/mol): 144.20
Energy above the lowest of the compared OMol25 structures with the same formula, charge and spin (kJ/mol): 308.50

Element x y z (Å)
C 1.221 0.505 -1.755
C 0.930 0.408 1.859
O -1.994 2.018 1.690
C 2.213 -0.003 1.667
N 0.426 0.621 0.611
C 1.390 0.364 -0.287
H -3.185 -0.311 -0.274
H -2.673 -0.496 1.423
H 0.387 -0.100 -2.109
N 2.479 -0.032 0.327
H -1.570 -0.943 0.098
H 2.135 0.178 -2.241
H 0.340 0.571 2.737
H 1.029 1.546 -2.018
S -1.674 1.454 0.405
H 2.963 -0.286 2.378
C -2.348 -0.257 0.416

These are the Mulliken partial charges, in e, on atoms 1 to 4: -1.10, -0.24, -0.46, -0.51

No. 7
Density functional theory data (ωB97M-V with the def2-TZVPD basis set) for a cluster of 2 separate species, C5H8N2OSi2 in total.

Computed properties:
Total charge: 0
SMILES: C=CC=[Si](C#N)C#N.O[SiH3]
Maximum force (eV/Å): 4.6
Total energy (eV): -26094.216
E_LUMO (alpha / beta) (eV): -1.54 / -1.54
Molecular weight (g/mol): 168.30

Element x y z (Å)
C 2.046 1.357 -1.631
C 0.314 -2.122 0.483
H -1.303 -3.506 -0.020
N -1.232 -0.110 -3.441
H -0.412 0.630 2.836
H -1.362 3.614 2.272
O -0.879 0.875 2.008
C 1.134 -1.030 0.089
H 0.683 -2.651 1.478
H 2.021 -0.672 0.505
Si -1.035 2.349 1.464
H -2.145 2.020 0.512
H 0.236 2.310 0.721
C -0.678 -2.693 -0.289
N 2.874 2.135 -1.675
Si 0.904 -0.094 -1.381
H -0.711 -2.408 -1.319
C -0.453 -0.004 -2.612

These are the Mulliken partial charges, in e, on atoms 1 to 4: 0.25, 0.10, 0.31, -0.38

No. 8
Density functional theory data (ωB97M-V with the def2-TZVPD basis set) for the molecule C5H8N2S.

Computed properties:
Total charge: 0
SMILES: C#C[C@H](C)NNC=S
Maximum force (eV/Å): 8.3
Total energy (eV): -19124.261
E_LUMO (eV): 0.23
Molecular weight (g/mol): 128.20
Energy above the lowest of the compared OMol25 structures with the same formula, charge and spin (kJ/mol): 594.38

Element x y z (Å)
H -1.853 0.633 -0.214
C 1.536 0.527 -2.907
H 1.715 -0.415 -3.431
H 0.712 1.363 -0.036
C 1.545 -0.727 -0.668
N -0.915 0.388 -0.098
H -0.178 -0.595 -2.115
C 0.776 -0.028 -1.767
S -1.867 -0.130 2.419
N 0.056 1.074 -1.005
H 0.783 1.143 -3.497
H 0.321 0.119 1.560
C 1.796 -1.402 0.444
H 2.072 -1.852 1.424
H 2.349 1.291 -2.634
C -0.660 -0.010 1.225

These are the Mulliken partial charges, in e, on atoms 1 to 4: 0.18, -1.15, 0.36, 0.34

No. 9
Density functional theory data (ωB97M-V with the def2-TZVPD basis set) for the molecule C5H8N2S.

Computed properties:
Total charge: 0
SMILES: C=CC(=S)/C(N)=N/C
Maximum force (eV/Å): 1.6
Total energy (eV): -19128.900
E_LUMO (eV): -0.91
Molecular weight (g/mol): 128.20
Energy above the lowest of the compared OMol25 structures with the same formula, charge and spin (kJ/mol): 146.76

Element x y z (Å)
H -0.019 2.088 0.528
H -1.484 3.290 0.275
H 1.024 -2.302 0.317
H -0.627 -2.487 0.550
H 2.517 -0.582 0.709
S -2.672 -1.314 -0.254
H 2.905 0.454 -0.664
H 2.398 -1.201 -0.959
C -1.835 1.236 -0.095
C -1.484 -0.198 -0.108
N 0.157 -1.873 0.547
C -1.059 2.243 0.264
C -0.038 -0.626 -0.012
C 2.234 -0.319 -0.332
N 0.861 0.168 -0.419
H -2.878 1.424 -0.346

These are the Mulliken partial charges, in e, on atoms 1 to 4: 0.29, 0.23, 0.23, 0.21

No. 10
Density functional theory data (ωB97M-V with the def2-TZVPD basis set) for the molecule C5H8N2S.

Computed properties:
Total charge: 0
SMILES: [H]/N=C1/C=CCN1SC
Maximum force (eV/Å): 1.0
Total energy (eV): -19129.375
E_LUMO (eV): 0.80
Molecular weight (g/mol): 128.20
Energy above the lowest of the compared OMol25 structures with the same formula, charge and spin (kJ/mol): 100.91

Element x y z (Å)
N -0.636 -0.153 -0.147
H -1.354 0.832 -1.870
C 0.191 -1.299 -0.132
H 0.562 0.555 2.425
H 0.111 2.097 1.640
C 0.928 -1.235 -1.413
C -0.404 0.668 -1.317
H 0.955 0.163 -3.078
H 1.646 -2.026 -1.694
S -1.529 0.351 1.192
C 0.596 -0.143 -2.086
C -0.273 1.224 2.157
H -0.033 1.663 -1.048
N 0.328 -2.199 0.751
H -0.308 -2.022 1.544
H -0.780 1.524 3.074

These are the Mulliken partial charges, in e, on atoms 1 to 4: -0.09, 0.27, 0.59, 0.27

No. 11
Density functional theory data (ωB97M-V with the def2-TZVPD basis set) for the molecule C5H8N2S.

Computed properties:
Total charge: 0
SMILES: C[C@H]1[C@H]2[C@H](S)C=NN21
Maximum force (eV/Å): 1.1
Total energy (eV): -19127.874
E_LUMO (eV): 0.61
Molecular weight (g/mol): 128.20
Energy above the lowest of the compared OMol25 structures with the same formula, charge and spin (kJ/mol): 245.78

Element x y z (Å)
C -0.307 -0.530 -0.840
H -1.157 2.237 0.908
C -0.742 1.462 0.228
H 1.738 -1.115 -1.293
C 1.835 -0.296 0.698
C -1.234 0.036 0.207
H 1.280 0.353 1.402
N 0.485 0.594 -1.390
N 0.205 1.728 -0.586
H 1.993 -1.258 1.150
H -3.247 -1.256 0.223
H -1.104 -0.404 1.202
S -3.008 -0.012 -0.233
H 2.834 0.157 0.565
C 1.155 -0.488 -0.641
H -0.727 -1.209 -1.600

These are the Mulliken partial charges, in e, on atoms 1 to 4: -0.14, 0.39, -0.39, 0.42

No. 12
Density functional theory data (ωB97M-V with the def2-TZVPD basis set) for the molecule C5H8N2S.

Computed properties:
Total charge: 0
Spin multiplicity: 3
Maximum force (eV/Å): 5.0
Expectation value of S²: 2.029
Total energy (eV): -19124.965
E_LUMO (alpha / beta) (eV): 0.86 / -0.97
Molecular weight (g/mol): 128.20
Energy above the lowest of the compared OMol25 structures with the same formula, charge and spin (kJ/mol): 38.97

Element x y z (Å)
N -0.723 -0.964 -0.054
H -2.212 -2.099 0.834
H 2.200 2.560 0.514
H 1.012 -2.215 0.091
S -2.539 1.036 0.142
H 0.360 2.666 0.777
H 2.458 0.150 0.088
C 0.663 -1.123 -0.124
C 1.122 2.553 0.064
H -0.814 -2.925 -0.168
C 1.412 0.027 -0.159
C -1.554 -2.166 -0.065
N 0.768 1.142 -0.296
C -1.200 0.231 0.071
H 1.167 3.202 -0.785
H -2.120 -2.073 -0.930

These are the Mulliken partial charges, in e, on atoms 1 to 4: 0.06, 0.30, 0.26, 0.23

No. 13
Density functional theory data (ωB97M-V with the def2-TZVPD basis set) for the molecule C5H8N2S2.

Computed properties:
Total charge: 0
SMILES: CC1=C[C@@H](S)NC(=S)N1
Maximum force (eV/Å): 5.9
Total energy (eV): -29964.027
E_LUMO (eV): 0.57
Molecular weight (g/mol): 160.27
Energy above the lowest of the compared OMol25 structures with the same formula, charge and spin (kJ/mol): 74.52

Element x y z (Å)
N 0.481 1.155 -0.463
C 1.573 0.487 -0.118
N 1.506 -0.606 0.696
H -1.812 2.589 -0.202
H -2.930 1.001 0.045
H -1.932 -0.819 0.817
S 0.501 -2.862 -0.552
H 1.883 -2.572 -0.842
C -0.935 -0.463 0.577
C -0.772 0.679 -0.076
H 0.278 -2.083 1.676
S 3.108 1.078 -0.345
C -2.018 1.455 -0.475
H -2.395 1.515 -1.467
H 2.434 -0.992 0.942
H 0.588 1.915 -1.044
C 0.441 -1.476 0.829

These are the Mulliken partial charges, in e, on atoms 1 to 4: -0.03, 0.03, -0.24, 0.27

No. 14
Density functional theory data (ωB97M-V with the def2-TZVPD basis set) for a structure of composition C5H8N2S4.

Computed properties:
Total charge: 0
Maximum force (eV/Å): 3.5
Total energy (eV): -51632.280
E_LUMO (eV): -0.22
Molecular weight (g/mol): 224.40
Energy above the lowest of the compared OMol25 structures with the same formula, charge and spin (kJ/mol): 218.95

Element x y z (Å)
H -0.215 -1.161 -3.418
H -0.117 1.204 2.875
C -0.955 0.296 -2.131
H 0.142 1.901 -1.875
C 0.241 1.360 0.937
H 1.158 0.528 -1.984
S 1.530 -1.886 2.955
S -1.006 -1.861 1.667
N 0.565 0.632 -0.192
H 2.629 -0.942 2.873
H -1.914 -0.976 -3.364
C -1.018 -0.675 -3.026
C 0.552 -1.061 1.738
S 1.362 -0.794 0.197
H -1.270 -1.994 3.048
H -1.876 0.906 -1.710
S -0.629 2.782 0.833
C 0.313 0.905 -1.560
N 0.506 0.837 2.136

These are the Mulliken partial charges, in e, on atoms 1 to 4: 0.31, 0.27, 0.26, 0.38

No. 15
Density functional theory data (ωB97M-V with the def2-TZVPD basis set) for the ion C5H8N3 with charge +1.

Computed properties:
Total charge: +1
SMILES: Cn1ccc(=[NH2+])cn1
Maximum force (eV/Å): 4.8
Total energy (eV): -9777.110
E_LUMO (alpha / beta) (eV): -4.64 / -4.64
Molecular weight (g/mol): 110.14
Energy above the lowest of the compared OMol25 structures with the same formula, charge and spin (kJ/mol): 138.16

Element x y z (Å)
C -1.675 0.158 0.105
C 0.516 -0.923 -0.405
C 2.570 0.298 -0.084
C -0.880 -0.953 -0.436
N 1.111 0.243 -0.061
H -3.708 -0.507 -0.386
H 1.147 -1.681 -0.714
H -1.434 2.078 0.893
N 0.470 1.307 0.423
H -3.525 0.985 0.127
H 3.000 -0.103 -1.083
H 2.911 1.352 0.321
N -3.027 0.136 -0.084
C -0.887 1.250 0.479
H -1.335 -1.855 -0.657
H 2.894 -0.405 0.617

These are the Mulliken partial charges, in e, on atoms 1 to 4: 0.89, -0.15, -0.82, -0.68